{"formula": "H38O19", "method": "wB97M-V/def2-TZVPD", "homo_lumo_gap_ha": 0.357, "de_lowest_kcal_mol": 247.33, "spin_multiplicity": 1, "homo_energy_ha": -0.364, "charge": 0, "e_lumo_ev": -0.21, "elements": ["O", "H", "H", "O", "H", "H", "O", "H", "H", "O", "H", "H", "O", "H", "H", "O", "H", "H", "O", "H", "H", "O", "H", "H", "O", "H", "H", "O", "H", "H", "O", "H", "H", "O", "H", "H", "O", "H", "H", "O", "H", "H", "O", "H", "H", "O", "H", "H", "O", "H", "H", "O", "H", "H", "O", "H", "H"], "coordinates": [[-1.408001, 2.140611, -1.651245], [-0.561213, 2.700434, -1.916675], [-1.132473, 1.227198, -1.488989], [-4.098298, -0.713138, -2.680551], [-3.715889, -0.794009, -3.418059], [-4.185228, -1.847474, -2.568174], [-2.426639, -4.263430, 1.312383], [-1.692945, -4.979782, 1.147288], [-1.904609, -3.645497, 1.884271], [0.502662, 2.416401, 3.514672], [0.173970, 2.541076, 2.605352], [0.107297, 3.041196, 4.091482], [2.311416, 0.916928, 4.461264], [2.004353, 0.528052, 3.651370], [2.079466, 1.814475, 4.496982], [4.052319, 0.297572, -0.246955], [4.090965, 1.304318, -0.065248], [4.953135, 0.263208, 0.111698], [0.931852, -0.623083, -1.523664], [1.780615, -0.513846, -1.646571], [0.778545, -1.547122, -1.575228], [-2.277971, 3.521761, 1.842909], [-1.463684, 3.040496, 1.701842], [-3.025085, 2.773954, 1.538711], [1.700822, 1.708983, 0.739636], [2.378010, 1.460773, 1.227323], [0.893970, 1.252700, 1.042991], [0.096623, 3.862839, 0.065280], [0.675408, 3.253040, -0.465618], [-0.723839, 3.451853, -0.085448], [-1.632117, -0.000584, 0.684082], [-1.901888, -0.824577, 0.256087], [-2.025867, -0.139386, 1.654748], [-3.971284, 1.991462, 0.615892], [-4.855026, 2.274008, 0.272478], [-3.438771, 1.687134, -0.244039], [-1.508147, -2.999932, -2.546082], [-0.917410, -2.546208, -3.081838], [-1.885936, -3.600174, -3.030065], [3.704686, -1.250865, -2.203874], [4.346549, -0.695016, -1.699548], [3.439164, -0.696306, -2.927836], [1.755537, 3.261266, -3.134233], [1.429881, 4.229468, -2.959056], [1.224736, 2.728590, -3.406536], [0.109385, -3.581772, 0.747736], [0.743465, -4.171184, 0.386546], [0.664001, -2.747127, 0.572305], [2.490111, -3.123981, -1.253543], [2.925856, -3.017159, -2.071172], [2.793081, -2.537100, -0.616564], [1.499980, -0.935169, 0.862546], [1.693106, -0.808567, 1.654585], [0.832796, -0.332784, 0.423474], [-2.588490, -1.931392, 1.788588], [-2.311061, -2.658511, 1.103404], [-3.511875, -2.164630, 2.048906]], "atomic_forces_ev_per_a": [[2.1775, 1.7596, -0.9096], [-2.6823, -2.1413, 0.7588], [0.3665, 0.1480, 0.0087], [-5.1077, -4.9879, 9.3768], [5.0491, 0.0509, -9.5617], [0.1110, 5.0204, 0.2838], [2.7780, -2.6539, 0.2894], [-2.2291, 2.0169, 0.1281], [-0.3734, -1.5421, 0.1859], [0.2870, -0.8707, -1.4675], [0.2258, 0.5523, 0.8280], [-0.9740, 1.0117, 0.3875], [1.8686, -2.4345, 1.0943], [-0.4865, 0.3663, -0.2409], [-0.7859, 1.5194, -0.5441], [1.6380, 3.6475, 1.5395], [-1.3737, -1.7496, -1.0388], [0.3103, -1.3841, 0.0753], [-7.5282, 0.8382, 0.1599], [7.1397, 0.8007, -0.7323], [-0.0714, -1.4703, 0.0640], [-2.2862, -2.2568, -0.5351], [0.2327, 0.0192, -0.0267], [2.2996, 2.7209, 0.7613], [-5.5684, 2.2241, -3.6190], [4.7366, -2.1255, 3.7517], [0.7611, 0.5532, -0.0662], [2.4812, -0.1771, -0.8472], [-0.1519, 0.9716, 1.1651], [-2.3003, -0.4678, -0.1273], [-0.4041, 0.6884, 2.3264], [0.0267, 0.3635, 0.2269], [1.2632, 0.2316, -3.4059], [0.0129, -1.2170, -3.4165], [1.1547, -0.2533, 0.4592], [-1.5158, 0.9490, 2.7681], [1.5969, 4.1574, 5.6892], [1.6802, 1.3364, -1.4964], [-3.3015, -5.4677, -4.2396], [1.3083, 0.5695, -0.1488], [-0.9360, -0.4564, -0.5099], [-0.0208, 0.4205, -0.6945], [10.0209, 12.6218, 6.0789], [0.4449, -3.3397, -0.8021], [-10.5436, -9.3121, -5.2331], [1.0340, 2.6540, -0.0728], [0.7336, -1.5277, -0.6558], [-1.4250, -0.8884, 0.7822], [-2.8012, -3.4263, 0.0932], [1.0064, 0.5952, -0.7727], [1.1292, 1.9284, 1.2721], [-3.1739, -2.3260, -11.3657], [2.0961, 2.1128, 10.9619], [1.1598, -1.2949, 0.9109], [-0.9057, -1.3268, -0.4007], [-1.2902, 2.1757, 0.9301], [1.1063, 0.0728, -0.4264]]}